No. 1
ORCA calculation (ωB97M-V/def2-TZVPD) on a molecular structure, C30H37O5Tc in a non-equilibrium geometry.

```
73
Properties=species:S:1:pos:R:3:forces:R:3
C -5.9578 -1.6096 -0.8095 -1.20 0.30 -0.30
C -4.7417 -1.6073 -1.7745 -0.48 -0.49 -0.12
C -5.4332 -1.9274 0.6093 0.19 -0.16 -0.12
C -4.1356 -2.7045 0.3499 0.09 0.22 -1.04
H -6.1733 -2.5138 1.1602 0.18 0.23 0.00
H -5.2204 -0.9874 1.1408 -0.05 -0.28 -0.14
C -3.5414 -1.9727 -0.9145 0.01 0.39 0.48
H -4.6522 -0.6250 -2.2534 0.12 -0.17 0.07
H -4.8792 -2.3750 -2.5525 -0.12 0.26 0.09
C -2.8010 -0.7038 -0.4606 1.22 -0.97 -0.01
H -2.8297 -2.6434 -1.4361 -0.24 0.45 0.23
H -4.3978 -3.7156 -0.0004 -0.21 0.08 0.09
C -3.1865 -2.8375 1.4709 -0.91 0.02 0.09
C -6.7241 -0.3035 -0.7450 0.99 0.98 -0.69
C -7.0507 -2.6143 -1.2118 0.44 -1.25 1.21
O -7.2467 -3.6078 -0.5356 -0.24 0.92 -1.27
O -6.3469 0.7603 -1.1963 -0.41 -0.67 0.44
O -7.9047 -0.4592 -0.1248 0.16 0.32 0.06
O -7.8433 -2.3757 -2.2791 0.17 -0.15 -0.40
C -7.6293 -1.3972 -3.3292 -0.02 -0.28 0.41
H -6.5768 -1.1215 -3.4803 -0.37 -0.11 0.22
H -8.2400 -0.5092 -3.1223 0.25 -0.15 0.01
H -8.0149 -1.8919 -4.2246 0.13 0.17 0.09
C -8.6359 0.7581 0.0053 -0.27 0.22 0.04
H -8.1044 1.4525 0.6678 -0.15 -0.15 -0.18
H -9.5961 0.4710 0.4332 0.09 0.10 -0.03
H -8.7726 1.2343 -0.9758 0.03 -0.13 0.32
O -1.7185 -1.1354 0.2920 1.47 1.33 -0.37
H -3.4403 -0.0436 0.1450 -0.38 0.13 -0.15
H -2.5073 -0.1150 -1.3669 -0.19 -0.19 0.32
C -2.4311 -4.0808 1.5665 0.62 -0.72 0.14
C -3.2360 -1.9202 2.6187 0.08 0.23 0.58
H -4.2344 -1.8659 3.0906 0.15 -0.05 -0.02
H -2.9501 -0.9043 2.3248 0.04 0.02 0.04
H -2.5230 -2.2582 3.3817 -0.12 0.19 -0.03
H -1.4407 -3.8957 2.0079 -0.09 -0.14 -0.15
H -2.3017 -4.5479 0.5786 0.07 0.06 0.25
H -2.9383 -4.8268 2.2203 0.16 0.10 -0.17
Tc 0.2969 -0.0529 -0.1451 -1.83 -3.04 -0.58
C 2.0533 -0.9861 -0.9682 0.30 0.23 -0.43
C 0.9799 -1.8978 -1.2504 -0.10 -0.05 -0.22
C 0.0562 -1.2299 -2.1167 0.82 0.83 -0.24
H 0.8846 -2.9173 -0.8834 0.02 0.38 -0.06
C 0.5318 0.1024 -2.3296 0.14 -0.92 -1.31
C 1.7755 0.2644 -1.6106 0.27 -0.73 -1.04
H 2.4177 1.1366 -1.6088 -0.15 -0.08 0.03
H 2.9509 -1.2240 -0.4129 -0.27 0.01 -0.06
H -0.8289 -1.6648 -2.5676 0.00 0.22 0.37
H 0.0474 0.8462 -2.9529 0.11 -0.23 0.13
C -0.2415 1.8175 1.7868 -0.71 0.99 -0.28
C 0.6819 1.8217 0.6556 -0.20 1.39 0.54
C -0.1244 2.0569 -0.5386 -0.71 0.94 1.16
H 1.7517 2.0005 0.7055 -0.25 0.19 0.24
C -1.4996 2.1753 -0.1124 0.50 0.69 -0.04
C -1.5467 2.0425 1.2972 0.75 0.12 0.07
H -2.4455 2.1832 1.9027 0.31 -0.38 -0.18
H 0.0339 1.7544 2.8402 -0.04 -0.20 -0.41
H 0.2663 2.4484 -1.4786 -0.18 -0.25 0.35
H -2.3275 2.4589 -0.7660 0.22 -0.35 0.26
C 1.1192 -0.8529 1.6046 -0.37 -0.49 1.40
C 2.2113 -0.1643 2.3781 0.12 -0.25 -0.07
C 3.3755 0.3633 1.7817 -0.13 0.06 0.43
C 4.3083 1.0732 2.5372 -0.16 -0.19 0.19
C 4.1245 1.2328 3.9153 -0.18 -0.13 -0.05
C 3.0095 0.6477 4.5323 0.28 0.08 -0.20
C 2.0795 -0.0570 3.7715 0.25 0.35 -0.07
H 1.4134 -1.9047 1.4507 -0.11 0.22 -0.10
H 0.2198 -0.8843 2.2424 0.29 -0.24 0.14
H 3.5460 0.2435 0.7120 -0.16 0.18 0.32
H 5.1774 1.5043 2.0369 -0.17 -0.08 0.20
H 4.8470 1.7986 4.5018 -0.15 -0.11 -0.09
H 2.8633 0.7441 5.6097 0.08 0.00 -0.25
H 1.2140 -0.5226 4.2483 0.20 0.20 -0.13
```
Positions in Å, forces in eV/Å.

Calculated values
Frontier orbital gap (spin up / spin down), eV: 5.06 / 5.89
Net charge: -1
Multiplicity: 4
E, hartree: -1622.2109
LUMO energy (spin up / spin down), eV: 2.487 / 2.484

No. 2
ORCA calculation (ωB97M-V/def2-TZVPD) on a molecular structure, C26H29N5Sr in a non-equilibrium geometry.

```
61
Properties=species:S:1:pos:R:3:forces:R:3
Sr 0.0113 -0.6176 -0.1467 0.84 0.78 1.35
C 3.2958 -1.0201 1.3217 0.08 0.04 -0.04
N 2.8180 -0.4359 0.0526 0.05 0.02 -0.11
C 3.2807 0.9542 -0.1758 0.10 -0.05 0.00
C 2.1800 1.9255 -0.4751 -0.03 -0.09 0.17
N 0.9012 1.7136 -0.2629 -0.05 0.25 -0.34
C 0.2642 2.9112 -0.6198 0.01 -0.15 0.06
C -1.0866 3.2496 -0.5877 -0.09 0.11 -0.04
C -1.4317 4.5201 -1.0024 0.08 0.01 -0.01
C -0.4582 5.4365 -1.4347 -0.09 0.00 0.01
C 0.8826 5.1153 -1.4632 0.03 -0.02 0.01
C 1.2181 3.8321 -1.0451 -0.05 0.12 -0.04
N 2.4323 3.1659 -0.9409 0.03 -0.09 0.04
C 2.2495 -1.0214 2.3947 -0.01 0.08 -0.08
N 0.9849 -0.7083 2.2236 -0.05 -0.36 0.06
C 0.3894 -0.8935 3.4803 -0.02 0.13 -0.16
C -0.9301 -0.6998 3.8809 -0.11 -0.02 0.17
C -1.2368 -0.9571 5.2021 0.10 -0.01 -0.05
C -0.2541 -1.3887 6.1084 -0.12 0.02 0.01
C 1.0578 -1.5738 5.7267 0.01 0.00 -0.01
C 1.3528 -1.3160 4.3926 -0.01 -0.03 0.09
N 2.5326 -1.3856 3.6620 -0.01 0.05 -0.05
H 4.1802 -0.4896 1.6890 0.01 -0.04 -0.01
H 3.6223 -2.0461 1.1350 -0.08 -0.02 0.02
H 3.2252 -0.9977 -0.6848 -0.04 0.00 -0.03
H 4.0027 0.9753 -0.9963 -0.02 0.01 0.01
H 3.8212 1.3101 0.7054 -0.06 0.02 0.01
H -1.8510 2.5675 -0.2323 0.05 -0.05 0.01
H -2.4676 4.8284 -0.9846 -0.01 -0.01 0.00
H -0.7718 6.4231 -1.7460 0.01 0.01 0.00
H 1.6229 5.8322 -1.7901 0.03 -0.02 0.00
H 3.3458 3.5374 -1.1445 -0.02 0.07 -0.03
H -1.7017 -0.3455 3.2073 0.07 0.00 -0.07
H -2.2496 -0.8163 5.5518 -0.01 0.00 0.01
H -0.5391 -1.5741 7.1346 0.02 -0.01 0.01
H 1.8049 -1.8988 6.4371 0.04 0.00 -0.03
H 3.4432 -1.6373 4.0096 0.00 -0.02 0.07
C -3.9059 0.3977 -1.8761 -0.06 0.06 0.05
C -2.6604 0.1706 -2.7211 0.11 -0.02 0.07
C -3.0299 -0.0356 -4.1950 -0.05 0.04 0.01
C -1.8049 -0.9862 -2.2406 0.10 -0.26 -0.25
C -2.2070 -1.8926 -1.2566 -0.26 -0.18 -0.20
C -1.3956 -2.9654 -0.8622 -0.25 -0.15 -0.12
C -0.1468 -3.1810 -1.4378 -0.07 -0.05 -0.26
C 0.7239 -4.3426 -1.0520 0.04 0.03 0.10
C 0.2554 -2.2760 -2.4328 0.17 -0.21 -0.21
C -0.5385 -1.2083 -2.8188 -0.38 -0.03 -0.25
H -4.4365 1.2767 -2.2388 0.00 0.00 0.00
H -3.6812 0.5708 -0.8193 0.03 -0.01 0.00
H -4.5988 -0.4432 -1.9374 0.00 -0.01 -0.03
H -2.0285 1.0668 -2.6517 -0.06 0.04 -0.06
H -3.5702 -0.9740 -4.3270 -0.01 0.00 0.00
H -2.1549 -0.0491 -4.8436 0.01 -0.03 0.00
H -3.6762 0.7759 -4.5266 0.01 0.00 -0.02
H -3.1894 -1.7914 -0.8135 0.02 0.00 0.06
H -1.7665 -3.6674 -0.1241 -0.02 0.04 0.04
H 1.4998 -4.0352 -0.3444 0.01 -0.03 -0.01
H 1.2272 -4.7572 -1.9239 -0.02 -0.02 -0.01
H 0.1439 -5.1297 -0.5751 0.00 -0.01 -0.02
H 1.1945 -2.4416 -2.9501 0.03 0.01 0.06
H -0.1943 -0.5568 -3.6139 0.00 0.05 0.03
```
Positions in Å, forces in eV/Å.

Calculated values
Frontier orbital gap, eV: 8.33
Net charge: +2
E, hartree: -1312.3233
LUMO energy, eV: -5.663

No. 3
ORCA calculation (ωB97M-V/def2-TZVPD) on 5 unconnected molecules or ions with the total composition C2H12O5 in a non-equilibrium geometry.

```
19
Properties=species:S:1:pos:R:3:forces:R:3
C -0.7032 1.4635 0.5080 0.90 -1.28 0.64
C 0.8016 1.0737 0.7118 -1.51 -1.01 0.19
O 1.0430 -0.0706 1.1449 0.55 3.09 -0.96
H -1.0967 0.4660 0.2805 -0.73 0.43 0.28
H -0.9624 2.1069 -0.3508 0.47 0.20 0.75
H -1.1106 1.7831 1.5132 0.28 -0.10 -1.29
H 1.5216 1.8649 0.3899 0.32 -0.99 0.52
O 2.6438 1.3987 -1.8700 1.30 1.72 -1.69
H 2.0830 0.6313 -1.9616 -0.35 -0.63 -0.49
H 2.9647 1.7184 -2.7833 -1.02 -1.14 2.22
O -1.0778 -1.5410 1.8747 0.58 -0.07 0.40
H -0.9848 -1.7316 2.8070 -0.39 -0.33 0.35
H -0.2007 -1.1594 1.6829 -0.10 0.22 -0.33
O -2.7234 -1.4142 -0.2270 0.22 0.16 -0.84
H -3.4461 -1.6042 0.3518 -1.05 -0.06 0.31
H -2.0032 -1.6323 0.3653 0.51 -0.12 0.26
O 0.4335 -0.5075 -1.7851 -0.93 2.16 -0.91
H 0.2572 -0.8893 -0.9387 -0.03 -0.68 0.87
H -0.1652 0.3005 -1.7749 0.98 -1.59 -0.29
```
Positions in Å, forces in eV/Å.

Calculated values
Frontier orbital gap, eV: 11.04
Energy relative to the best compared isomer or geometry (same formula, charge and spin), eV: 0.770
E, hartree: -459.5654
SMILES: CC=O.O.O.O.O
LUMO energy, eV: 0.400

No. 4
ORCA calculation (ωB97M-V/def2-TZVPD) on a molecular structure, C2H4N4O2 in a non-equilibrium geometry.

```
12
Properties=species:S:1:pos:R:3:forces:R:3
C -0.6761 1.5533 0.6000 -1.19 3.58 1.46
C 0.9310 -1.2882 0.3292 -0.37 -0.82 -2.93
H -0.4781 1.5118 1.9349 -0.89 -0.78 -4.23
H 0.2034 2.2008 0.2657 -1.39 -0.94 0.10
H -1.7453 2.0913 0.3359 2.85 -0.40 1.48
H -1.7397 -0.0363 0.3317 1.99 0.19 -2.42
N -0.9591 0.4425 -0.3201 -0.03 -2.56 3.70
N 0.1933 -0.3844 -0.4159 0.54 -0.78 -2.16
N 1.2942 -1.6808 -1.9408 5.35 -3.28 5.26
N 1.8509 -1.9651 -0.7517 -2.53 0.90 -1.36
O 0.3994 -0.8746 -1.8330 -5.25 4.90 0.40
O 0.7262 -1.5703 1.4641 0.91 -0.01 0.71
```
Positions in Å, forces in eV/Å.

Calculated values
Frontier orbital gap, eV: 10.43
Energy relative to the best compared isomer or geometry (same formula, charge and spin), eV: 6.553
E, hartree: -447.8616
LUMO energy, eV: 0.165